(w)
Computed, not measured: a molecular structure, C40H66BN8OP2Ti, with wB97M-V/def2-TZVPD.

Calculated values
Spin multiplicity: 3
Total charge: +1
Gap between HOMO and LUMO (spin up / spin down) (Eh): 0.208 / 0.258
LUMO energy (spin up / spin down) (eV): -2.1 / -2.2

Last column: Löwdin spin population.
Cartesian coordinates (Å):
Ti 0.605 -0.508 0.242  1.4175
C 2.086 5.271 -1.230  0.0001
C 2.324 3.860 -0.688  0.0005
C 3.822 3.539 -0.739  -0.0001
C 1.874 3.839 0.780  0.0011
P 1.395 2.403 -1.475  -0.0017
C -0.358 3.010 -1.362  0.0003
N -1.010 2.429 -0.210  0.0054
B -0.730 1.189 0.495  0.0183
N -1.687 1.236 1.601  0.0106
C -1.768 0.355 2.741  0.0016
P -1.206 -1.347 2.258  0.0088
C -0.720 -2.047 3.956  0.0006
C -0.349 -3.522 3.771  0.0000
C 0.557 -1.305 4.370  0.0012
C -1.736 -1.908 5.093  -0.0002
C -2.854 -2.100 1.690  0.0018
C -3.839 -2.466 2.797  0.0000
C -3.534 -1.077 0.768  0.0006
C -2.545 -3.352 0.860  0.0003
C -2.462 2.390 1.536  -0.0008
C -3.491 2.851 2.342  0.0030
C -4.115 4.049 2.000  0.0023
C -3.714 4.768 0.884  0.0031
C -2.678 4.311 0.072  0.0022
C -2.051 3.122 0.410  -0.0007
C 1.669 2.325 -3.356  -0.0009
C 2.948 1.500 -3.567  0.0001
C 0.462 1.553 -3.921  0.0006
C 1.788 3.626 -4.151  -0.0002
H 2.578 5.981 -0.558  0.0000
H 1.030 5.542 -1.255  0.0000
H 2.505 5.424 -2.216  0.0000
H 4.364 4.179 -0.037  0.0000
H 4.238 3.717 -1.731  0.0000
H 4.011 2.499 -0.462  0.0000
H 2.366 4.652 1.321  0.0000
H 2.159 2.899 1.258  0.0007
H 0.796 3.972 0.889  -0.0001
H -0.900 2.784 -2.285  0.0002
H -0.360 4.094 -1.251  0.0001
H -2.787 0.332 3.136  -0.0001
H -1.119 0.706 3.552  0.0001
H 0.458 -3.611 3.044  0.0000
H -1.202 -4.113 3.432  0.0000
H -0.015 -3.939 4.725  0.0000
H 1.258 -1.226 3.539  0.0010
H 1.053 -1.858 5.172  0.0000
H 0.346 -0.304 4.748  0.0001
H -2.510 -2.668 5.054  0.0000
H -2.209 -0.925 5.112  0.0000
H -1.206 -2.034 6.042  0.0000
H -3.983 -1.660 3.516  0.0000
H -3.530 -3.363 3.331  0.0000
H -4.810 -2.676 2.340  0.0000
H -3.962 -0.243 1.324  0.0000
H -4.355 -1.578 0.246  0.0000
H -2.844 -0.672 0.031  0.0010
H -1.986 -4.096 1.429  0.0000
H -1.967 -3.093 -0.026  0.0004
H -3.482 -3.818 0.540  0.0000
H -3.812 2.304 3.220  0.0002
H -4.928 4.417 2.612  0.0000
H -4.215 5.694 0.634  0.0001
H -2.389 4.872 -0.807  0.0001
H 2.922 0.567 -2.999  0.0001
H 3.832 2.054 -3.257  0.0000
H 3.066 1.253 -4.626  0.0000
H 0.024 0.877 -3.184  0.0011
H 0.767 0.977 -4.801  0.0000
H -0.316 2.247 -4.240  0.0000
H 2.747 4.113 -3.998  0.0000
H 0.988 4.328 -3.910  0.0000
H 1.712 3.389 -5.217  -0.0001
N 3.473 -1.614 0.852  0.0171
C 3.155 -0.567 1.713  0.0441
C 4.062 -0.292 2.736  -0.0059
C 3.798 0.723 3.629  0.0466
C 2.622 1.449 3.465  -0.0035
C 1.775 1.114 2.439  0.0475
N 1.998 0.101 1.561  0.0295
C 3.124 -1.879 -0.458  0.0151
C 3.823 -2.919 -1.089  0.0000
C 3.615 -3.170 -2.421  0.0117
C 2.700 -2.369 -3.107  0.0022
C 2.027 -1.404 -2.404  0.0120
N 2.190 -1.150 -1.087  0.0111
H 4.260 -2.158 1.165  0.0004
H 4.975 -0.869 2.809  -0.0012
H 4.497 0.959 4.419  0.0032
H 2.366 2.264 4.126  -0.0011
H 0.851 1.654 2.284  0.0029
H 4.547 -3.493 -0.525  -0.0002
H 4.167 -3.951 -2.927  0.0007
H 2.514 -2.498 -4.163  0.0000
H 1.314 -0.772 -2.908  0.0018
N 0.997 -5.188 0.679  0.0003
C 0.700 -4.026 0.038  0.0019
N 0.299 -4.147 -1.256  0.0017
O 0.786 -2.938 0.608  0.0150
H 0.739 -6.080 0.294  0.0001
H 1.135 -5.143 1.673  0.0000
H 0.447 -5.008 -1.752  0.0002
H 0.272 -3.301 -1.803  0.0017
C -3.302 -2.542 -2.691  0.0081
C -2.270 -1.519 -3.194  0.0239
C -1.528 -2.077 -4.416  0.0089
C -2.972 -0.199 -3.551  0.0079
C -1.312 -1.271 -2.106  0.1621
N -0.675 -1.054 -1.158  0.0477
H -3.966 -2.812 -3.512  0.0013
H -3.898 -2.120 -1.883  0.0002
H -2.813 -3.446 -2.324  0.0004
H -2.235 -2.218 -5.234  0.0011
H -1.069 -3.041 -4.190  0.0006
H -0.751 -1.388 -4.752  0.0005
H -3.794 -0.406 -4.237  0.0013
H -2.284 0.492 -4.036  0.0002
H -3.376 0.280 -2.658  0.0003

---

(x)
Computed, not measured: a molecular structure, C40H66BN8OP2Ti, with wB97M-V/def2-TZVPD.

Calculated values
Spin multiplicity: 3
Total charge: +1
Gap between HOMO and LUMO (spin up / spin down) (Eh): 0.201 / 0.243
LUMO energy (spin up / spin down) (eV): -2.1 / -2.1

Last column: Löwdin spin population.
Cartesian coordinates (Å):
Ti 0.445 0.040 -0.328  1.6022
C -0.847 1.634 3.655  -0.0001
C 0.047 0.406 3.871  0.0009
C -0.844 -0.836 3.727  0.0001
C 0.612 0.439 5.292  -0.0002
P 1.314 0.311 2.477  0.0016
C 2.008 -1.375 2.783  0.0030
N 1.181 -2.285 2.051  0.0037
B 0.370 -1.923 0.910  0.0130
N -0.247 -3.196 0.573  0.0041
C -1.050 -3.497 -0.578  0.0011
P -1.587 -1.932 -1.424  0.0021
C -3.362 -1.774 -0.804  0.0008
C -3.950 -0.428 -1.249  0.0001
C -3.241 -1.743 0.728  0.0006
C -4.332 -2.887 -1.206  -0.0001
C -1.520 -2.546 -3.218  -0.0016
C -0.018 -2.601 -3.541  0.0027
C -2.192 -1.530 -4.145  0.0000
C -2.103 -3.933 -3.521  -0.0006
C 0.189 -4.210 1.425  -0.0008
C -0.101 -5.562 1.463  0.0019
C 0.509 -6.337 2.449  0.0020
C 1.388 -5.772 3.363  0.0019
C 1.693 -4.411 3.322  0.0020
C 1.088 -3.638 2.347  -0.0007
C 2.806 1.396 2.892  -0.0024
C 3.646 0.980 4.105  -0.0007
C 2.377 2.855 3.065  -0.0001
C 3.691 1.314 1.636  0.0020
H -1.565 1.708 4.477  0.0000
H -1.412 1.529 2.728  0.0001
H -0.288 2.570 3.617  0.0000
H -1.697 -0.738 4.405  -0.0001
H -0.316 -1.756 3.985  0.0001
H -1.215 -0.939 2.704  0.0002
H -0.211 0.326 6.003  0.0000
H 1.108 1.382 5.517  0.0000
H 1.314 -0.375 5.477  0.0000
H 2.014 -1.608 3.854  0.0001
H 3.048 -1.410 2.442  0.0001
H -1.920 -4.098 -0.297  0.0000
H -0.482 -4.103 -1.294  0.0001
H -3.471 0.398 -0.718  0.0000
H -5.017 -0.405 -1.012  0.0000
H -3.845 -0.247 -2.316  0.0000
H -2.489 -1.018 1.046  0.0008
H -2.968 -2.715 1.141  0.0000
H -4.208 -1.460 1.155  0.0000
H -4.639 -2.793 -2.246  0.0000
H -5.234 -2.804 -0.594  0.0000
H -3.925 -3.886 -1.055  0.0000
H 0.508 -1.710 -3.198  0.0024
H 0.119 -2.694 -4.623  0.0002
H 0.458 -3.470 -3.082  0.0001
H -1.835 -0.512 -3.963  0.0000
H -3.274 -1.539 -4.027  0.0000
H -1.980 -1.792 -5.186  0.0000
H -1.786 -4.692 -2.807  0.0000
H -1.753 -4.252 -4.507  -0.0001
H -3.187 -3.929 -3.552  0.0000
H -0.778 -6.015 0.749  0.0001
H 0.296 -7.397 2.500  0.0001
H 1.851 -6.396 4.116  0.0001
H 2.392 -3.984 4.029  0.0001
H 3.113 1.112 5.046  0.0000
H 4.538 1.611 4.144  -0.0002
H 3.986 -0.052 4.047  0.0000
H 1.811 3.008 3.982  0.0000
H 1.772 3.202 2.221  0.0000
H 3.265 3.490 3.118  0.0000
H 3.991 0.288 1.410  0.0004
H 4.601 1.900 1.791  0.0002
H 3.171 1.717 0.763  0.0006
N 3.072 1.543 -1.752  0.0117
C 3.251 0.161 -1.625  0.0464
C 4.465 -0.323 -2.135  -0.0069
C 4.709 -1.673 -2.148  0.0515
C 3.724 -2.514 -1.647  -0.0024
C 2.575 -1.955 -1.141  0.0536
N 2.305 -0.626 -1.101  0.0394
C 2.317 2.477 -1.070  0.0062
C 2.621 3.825 -1.317  0.0049
C 1.966 4.802 -0.611  0.0018
C 1.027 4.418 0.343  0.0068
C 0.775 3.078 0.498  0.0036
N 1.367 2.101 -0.214  0.0158
H 3.808 1.968 -2.290  0.0001
H 5.203 0.379 -2.503  -0.0015
H 5.641 -2.062 -2.533  0.0035
H 3.841 -3.588 -1.634  -0.0013
H 1.800 -2.584 -0.731  0.0047
H 3.389 4.079 -2.037  0.0003
H 2.196 5.846 -0.778  0.0000
H 0.515 5.143 0.959  0.0005
H 0.078 2.732 1.243  0.0005
N -2.972 2.446 1.047  0.0056
C -2.152 1.962 0.083  0.0128
N -2.175 2.580 -1.121  0.0050
O -1.425 0.988 0.299  0.0370
H -3.677 3.135 0.857  0.0005
H -3.037 1.916 1.899  0.0002
H -2.709 3.409 -1.301  0.0005
H -1.551 2.222 -1.825  0.0012
C 0.607 0.323 -5.883  0.0008
C 0.639 1.555 -4.968  0.0041
C 2.024 2.214 -5.012  0.0014
C -0.450 2.559 -5.371  0.0024
C 0.370 1.124 -3.588  0.0288
N 0.123 0.795 -2.514  0.0151
H 0.784 0.645 -6.909  0.0001
H -0.360 -0.175 -5.838  0.0000
H 1.381 -0.393 -5.605  0.0001
H 2.245 2.503 -6.039  0.0002
H 2.794 1.517 -4.678  0.0001
H 2.053 3.109 -4.388  0.0001
H -0.261 2.900 -6.389  0.0004
H -0.447 3.428 -4.713  0.0001
H -1.437 2.096 -5.343  0.0001

---

In order of decreasing stability: (x), (w).

---

(w)
Computed, not measured: 3 unconnected molecules or ions with the total composition C3H11O3, with wB97M-V/def2-TZVPD.

Calculated values
Spin multiplicity: 2
Gap between HOMO and LUMO (spin up / spin down) (Eh): 0.438 / 0.298
LUMO energy (spin up / spin down) (eV): 0.8 / -2.9

Last column: Löwdin spin population.
Cartesian coordinates (Å):
C -0.014 0.360 0.124  0.1131
O 0.481 -0.543 1.001  0.7508
C -1.189 -0.087 -0.761  0.0164
C -1.755 1.168 -1.435  0.0039
H -0.325 1.298 0.609  0.0213
H 0.818 0.666 -0.542  0.0678
H -0.959 -0.867 -1.485  0.0003
H -1.912 -0.468 -0.035  0.0008
H -2.358 0.875 -2.290  0.0010
H -2.346 1.769 -0.749  0.0003
H -0.954 1.792 -1.844  0.0005
H 2.491 0.078 3.314  -0.0002
H 1.634 0.210 2.075  -0.0021
O 2.228 0.726 2.654  0.0016
H 0.932 -1.782 0.157  0.0010
H 2.050 -2.758 -0.259  -0.0003
O 1.179 -2.438 -0.533  0.0237

---

(x)
Computed, not measured: 3 unconnected molecules or ions with the total composition C3H11O3, with wB97M-V/def2-TZVPD.

Calculated values
Spin multiplicity: 2
Gap between HOMO and LUMO (spin up / spin down) (Eh): 0.419 / 0.287
LUMO energy (spin up / spin down) (eV): 0.7 / -2.8

Last column: Löwdin spin population.
Cartesian coordinates (Å):
C 0.110 0.486 -0.487  0.0785
O 0.210 -0.925 -0.374  0.7707
C 0.100 1.038 1.032  0.0915
C -0.722 2.260 1.249  0.0168
H 1.036 0.870 -0.802  0.0181
H -0.908 0.851 -0.767  0.0015
H -0.487 0.229 1.567  -0.0001
H 1.090 1.015 1.567  0.0007
H -1.042 2.128 2.221  0.0037
H -0.176 3.204 1.107  0.0006
H -1.784 1.971 0.656  0.0023
H 2.103 -2.762 -1.439  -0.0002
H 1.965 -1.796 -0.377  -0.0013
O 2.768 -2.185 -0.974  0.0033
H -0.979 -1.463 -1.218  -0.0017
H -1.514 -2.920 -1.308  -0.0005
O -1.771 -2.002 -1.653  0.0163

---

In order of decreasing stability: (w), (x).

---

(w)
Computed, not measured: a gas-phase ion, C5H13N2O (charge -2), with wB97M-V/def2-TZVPD.

Calculated values
Spin multiplicity: 2
Total charge: -2
Gap between HOMO and LUMO (spin up / spin down) (Eh): 0.108 / 0.250
LUMO energy (spin up / spin down) (eV): 6.9 / 6.7

Last column: Löwdin spin population.
Cartesian coordinates (Å):
C -0.423 1.355 0.132  0.0176
N -1.751 1.298 -0.494  0.0006
C -2.051 0.803 -1.907  0.0019
O -1.995 -0.531 -2.070  0.0027
C 0.470 0.006 0.113  0.0106
C -0.415 -1.176 0.493  0.0397
N 1.628 0.161 0.981  0.0145
C 2.591 -0.983 0.997  0.4996
H -0.349 1.897 1.065  0.0051
H 0.202 2.010 -0.530  0.0023
H -2.344 0.691 0.060  0.0006
H -3.136 1.055 -2.172  0.0001
H -1.513 1.408 -2.630  0.0003
H 0.915 0.035 -0.884  0.0040
H -1.012 -0.959 1.369  0.0102
H -0.950 -1.493 -0.413  0.0015
H 0.237 -1.996 0.861  0.0272
H 1.435 0.351 1.960  0.0460
H 3.572 -0.586 1.174  0.1332
H 2.388 -1.715 1.787  0.1244
H 2.499 -1.630 0.109  0.0580

---

(x)
Computed, not measured: a gas-phase ion, C5H13N2O (charge -2), with wB97M-V/def2-TZVPD.

Calculated values
Spin multiplicity: 2
Total charge: -2
Gap between HOMO and LUMO (spin up / spin down) (Eh): 0.101 / 0.248
LUMO energy (spin up / spin down) (eV): 7.0 / 6.9

Last column: Löwdin spin population.
Cartesian coordinates (Å):
C 0.157 1.788 -0.174  0.0372
N -0.739 1.800 0.960  0.0024
C -0.628 0.751 2.023  0.0048
O 0.631 0.457 2.429  0.0022
C 0.107 0.517 -1.038  0.1843
C 1.038 -0.597 -0.538  0.0545
C 0.354 -1.962 -0.326  0.0880
N -0.656 -2.370 -1.349  0.1081
H -0.308 2.607 -0.837  0.0281
H 1.199 2.009 0.066  0.0040
H -0.567 2.622 1.570  0.0008
H -1.001 -0.183 1.568  0.0030
H -1.255 1.161 2.886  0.0009
H -0.937 0.179 -1.118  0.0411
H 0.235 0.741 -2.098  0.1265
H 1.702 -0.672 -1.386  0.0599
H 1.479 -0.220 0.392  0.0000
H 1.154 -2.665 -0.126  0.0207
H -0.153 -1.996 0.647  0.0059
H -0.305 -2.176 -2.284  0.1529
H -1.508 -1.793 -1.268  0.0749

---

In order of decreasing stability: (x), (w).